[1]
Molecular formula: C19H58F3O17Y
Method: DFT, the ωB97M-V functional and the def2-TZVPD basis

Results
Expectation value of S²: 0.821
2S+1: 2
Net charge: -1
HOMO-LUMO gap (alpha / beta), hartree: 0.1045 / 0.1091

Geometry (Å):
Y  -1.5886  -2.3047  -1.7030
O  -5.7710  -1.7163  0.3794
C  -4.8395  -1.4956  1.4207
C  -3.3261  -1.2013  1.0947
O  -3.0166  -0.8448  -0.2231
H  -4.9131  -2.3099  2.1416
H  -5.2108  -0.6737  2.0328
H  -2.6285  -1.9778  1.4089
H  -2.9850  -0.4104  1.7626
O  -3.1952  -1.1881  -3.1183
C  -3.0770  -0.2377  -4.1596
C  -4.0200  0.9857  -4.2741
O  -5.0954  1.0648  -3.3617
H  -2.9413  -0.7410  -5.1169
H  -2.0610  0.1272  -4.0093
H  -4.3838  0.9007  -5.2981
H  -3.4154  1.8825  -4.4093
C  1.0083  -0.2365  -1.4170
O  0.1670  -0.7607  -0.3771
O  0.2394  -0.8280  -2.4693
C  1.3877  1.2818  -1.1980
F  0.2783  2.0771  -1.1750
F  2.1464  1.5443  -0.0602
F  1.9994  1.7485  -2.2843
C  0.5578  -0.7258  1.0330
C  0.0487  0.5048  1.7093
H  0.4256  1.4825  1.4090
H  -1.0305  0.5556  1.5648
H  0.2797  0.3958  2.7690
H  1.6247  -0.9270  1.1293
H  -0.0103  -1.5547  1.4553
H  1.9288  -0.8106  -1.3113
C  -1.0754  2.3198  5.7157
O  -1.5632  3.6984  5.6500
H  -1.7863  1.7224  6.2865
H  -0.9685  1.9846  4.6841
H  -0.2010  2.4450  6.3544
H  -1.6655  3.9992  6.5558
C  0.6558  3.7881  3.0236
O  0.5328  4.7768  4.0348
H  1.4808  3.9455  2.3287
H  0.9772  2.8683  3.5121
H  -0.2952  3.6122  2.5209
H  -0.2059  4.4962  4.5799
C  4.9210  2.4783  1.9637
O  6.0365  3.2826  1.4097
H  5.2004  1.5069  2.3717
H  4.4369  2.9760  2.8040
H  4.1232  2.3903  1.2263
H  6.7483  3.3524  2.0501
C  2.7730  -4.0776  -2.8900
O  1.8124  -4.8921  -2.3799
H  3.0812  -4.4487  -3.8674
H  2.3078  -3.0928  -2.9329
H  3.6572  -4.0864  -2.2527
H  1.3676  -4.4316  -1.6645
C  -0.3464  3.7527  -3.5021
O  -0.4976  4.8477  -2.6571
H  -1.1309  3.0074  -3.3706
H  -0.2955  4.1882  -4.5000
H  0.5566  3.1808  -3.2882
H  -0.1434  4.5996  -1.8001
C  1.6761  -4.5387  2.3264
O  1.8962  -3.6426  1.2614
H  2.4758  -4.4921  3.0656
H  0.7014  -4.2484  2.7186
H  1.6564  -5.4894  1.7937
H  1.2147  -3.8754  0.6265
C  4.3350  -1.5290  2.3109
O  4.2596  -2.1245  1.0296
H  3.6469  -0.6970  2.4600
H  4.2289  -2.3848  2.9776
H  5.3493  -1.1448  2.4191
H  3.3407  -2.3904  0.9492
C  -0.8899  -1.3934  4.9756
O  0.1189  -1.8081  5.8778
H  -0.9946  -0.3105  5.0430
H  -0.7331  -1.6977  3.9408
H  -1.8916  -1.8020  5.1088
H  -0.0839  -1.6029  6.7934
C  1.2323  0.6644  -5.5914
O  2.2548  -0.1473  -4.9346
H  1.6016  1.0631  -6.5362
H  0.2774  0.1407  -5.6375
H  1.0476  1.5434  -4.9739
H  1.9750  -0.3631  -4.0420
C  -0.7698  -2.9358  -4.8900
O  -0.7833  -3.5540  -3.6216
H  -0.3188  -1.9448  -4.8380
H  -0.2395  -3.5494  -5.6183
H  -1.7627  -2.9352  -5.3396
H  -0.6921  -4.4978  -3.7720
C  -3.5916  2.4417  -0.7197
O  -4.6790  1.5761  -0.4070
H  -3.4106  2.3674  -1.7920
H  -3.8863  3.4792  -0.5617
H  -2.6522  2.2617  -0.1971
H  -4.9861  1.7644  0.4828

[2]
Molecular formula: C19H58O25P6
Method: DFT, the ωB97M-V functional and the def2-TZVPD basis

Results
Net charge: 0
SMILES string: COP(=O)(OC)OC.COP(=O)(OC)OC.COP(=O)(OC)OC.COP(=O)(OC)OC.COP(=O)(OC)OC.COP(=O)(OC)OC.CO
HOMO-LUMO gap, hartree: 0.3815

Geometry (Å):
C  -4.4578  9.6935  29.3010
O  -3.3443  9.6589  30.2244
P  -3.6111  10.0194  31.7243
O  -4.2646  11.3004  31.9762
O  -4.4462  8.7453  32.2076
C  -4.7008  8.6052  33.6065
O  -2.2065  9.8618  32.4189
C  -1.3156  8.8278  31.9837
H  -5.4068  9.8353  29.8175
H  -4.4595  8.7430  28.7787
H  -4.3687  10.5468  28.6350
H  -4.4209  7.6023  33.9270
H  -5.7676  8.7302  33.7971
H  -4.1526  9.3368  34.2006
H  -1.7951  7.8478  32.0318
H  -0.4662  8.8166  32.6616
H  -0.9687  9.0176  30.9711
C  -7.8061  8.1890  31.3258
O  -7.6893  6.7649  31.2046
P  -7.3237  6.0998  29.8209
O  -7.4504  4.6514  29.8865
O  -5.8828  6.6378  29.4626
C  -4.7846  6.0657  30.1792
O  -8.1673  6.8137  28.6975
C  -9.5740  6.5221  28.6542
H  -7.0878  8.5493  32.0596
H  -8.8291  8.4399  31.5853
H  -7.4817  8.7006  30.4149
H  -3.9937  6.8099  30.2170
H  -4.4338  5.1722  29.6607
H  -5.0668  5.7620  31.1886
H  -10.0901  7.4186  28.3277
H  -9.9557  6.2255  29.6337
H  -9.7320  5.6894  27.9721
C  -8.6748  4.6973  38.3134
O  -9.8042  5.5048  38.7026
P  -10.6209  6.2476  37.5843
O  -9.8307  7.0477  36.6532
O  -11.6799  7.0874  38.3712
C  -12.6211  6.4716  39.2547
O  -11.4305  5.0440  36.9485
C  -12.3830  5.3078  35.9062
H  -7.7967  5.0754  38.8256
H  -8.5238  4.7178  37.2346
H  -8.8862  3.6700  38.6035
H  -13.6007  6.4593  38.7797
H  -12.6820  7.0748  40.1583
H  -12.3191  5.4647  39.5386
H  -12.0180  4.9410  34.9513
H  -12.6111  6.3676  35.7649
H  -13.2980  4.7999  36.2026
C  -10.9375  2.3834  30.0031
O  -10.2898  2.5907  31.2682
P  -11.1544  2.7792  32.5563
O  -12.3493  1.9628  32.6725
O  -10.0196  2.5294  33.6361
C  -10.4159  2.5239  34.9940
O  -11.4384  4.3396  32.6710
C  -10.3405  5.2551  32.5355
H  -11.9554  2.7749  30.0035
H  -10.9794  1.3158  29.8021
H  -10.3393  2.9000  29.2585
H  -10.2161  1.5635  35.4731
H  -11.4808  2.7216  35.1354
H  -9.8748  3.2791  35.5678
H  -9.5384  4.8346  31.9275
H  -9.9881  5.6083  33.5017
H  -10.6959  6.1169  31.9665
C  -15.0400  10.7503  31.1177
O  -15.1812  10.2222  32.4364
P  -14.8225  11.1315  33.6970
O  -15.1573  10.4885  34.9579
O  -13.3229  11.5724  33.4901
C  -12.3345  10.5366  33.3054
O  -15.5122  12.5209  33.4165
C  -16.9364  12.5988  33.5264
H  -14.5222  11.7086  31.1041
H  -16.0252  10.8714  30.6669
H  -14.4806  10.0411  30.5087
H  -12.8067  9.6423  32.8915
H  -11.8804  10.2595  34.2493
H  -11.6153  10.8993  32.5769
H  -17.2640  12.2481  34.5063
H  -17.4085  11.9627  32.7744
H  -17.2097  13.6388  33.3908
C  -8.8714  14.0571  28.4917
O  -8.7778  13.3167  29.7090
P  -8.2151  11.8312  29.6547
O  -7.0348  11.6268  28.8241
O  -8.1538  11.4461  31.1703
C  -7.3946  12.2762  32.0957
O  -9.4429  10.9326  29.1993
C  -9.5644  10.5118  27.8472
H  -8.5562  15.0756  28.7067
H  -9.9083  14.0974  28.1498
H  -8.2658  13.6267  27.6953
H  -6.6191  11.6695  32.5511
H  -8.1005  12.6176  32.8489
H  -6.9491  13.1177  31.5734
H  -10.5840  10.7018  27.5095
H  -9.3335  9.4508  27.7679
H  -8.9061  11.0525  27.1654
C  -9.0382  9.4018  34.3106
O  -10.0928  8.4658  34.1791
H  -8.9723  10.0098  33.4072
H  -9.1595  10.0096  35.2088
H  -8.0533  8.9159  34.3735
H  -10.2147  8.0938  35.0646

[3]
Molecular formula: C19H61N17O10
Method: DFT, the ωB97M-V functional and the def2-TZVPD basis

Results
Expectation value of S²: 0.750
2S+1: 2
Net charge: -1
HOMO-LUMO gap (alpha / beta), hartree: 0.0572 / 0.3216

Geometry (Å):
C  -18.4148  -4.0688  0.1110
O  -18.9509  -5.1533  0.2119
N  -17.2678  -3.9174  -0.4600
N  -18.9679  -2.9328  0.4811
H  -16.9929  -2.9600  -0.6269
H  -16.7384  -4.7082  -0.7986
H  -18.3255  -2.2174  0.7904
H  -19.9100  -3.0667  0.8197
C  -17.0601  -9.7615  -1.2490
O  -17.4415  -9.4184  -2.3504
N  -15.8518  -9.6657  -0.7564
N  -17.8110  -10.4504  -0.4261
H  -15.1188  -9.2519  -1.3146
H  -15.8696  -9.7498  0.2499
H  -17.4612  -10.7484  0.4734
H  -18.7110  -10.7356  -0.7848
C  -21.4842  -11.4745  -1.4763
O  -20.3318  -11.1204  -1.6154
N  -22.3600  -10.8737  -0.6656
N  -21.8732  -12.5574  -2.0306
H  -22.0883  -10.0513  -0.1461
H  -23.3353  -11.1355  -0.6800
H  -21.2564  -12.9982  -2.6979
H  -22.6381  -13.0349  -1.5756
C  -15.5203  -6.9980  1.5664
O  -15.9886  -6.9578  2.6288
N  -14.2378  -7.2294  1.3409
N  -16.1669  -6.7244  0.5150
H  -14.0532  -7.5427  0.3987
H  -13.6676  -7.3691  2.1628
H  -15.8157  -6.9228  -0.4110
H  -17.0889  -6.3488  0.6852
C  -22.3104  -2.9859  -2.6860
O  -22.6092  -1.7900  -2.6274
N  -22.7950  -3.8485  -3.5127
N  -21.4246  -3.5330  -1.8987
H  -23.4476  -3.6539  -4.2586
H  -22.4585  -4.7964  -3.4205
H  -20.9133  -2.8432  -1.3668
H  -21.2799  -4.5310  -1.9541
C  -20.6458  -7.2600  -2.4787
O  -21.3238  -6.2519  -2.5792
N  -20.9336  -8.2878  -3.2216
N  -19.6485  -7.4599  -1.6880
H  -20.4808  -9.1842  -3.1146
H  -21.7723  -8.1399  -3.7645
H  -19.4847  -6.7228  -1.0172
H  -19.1039  -8.3073  -1.7614
C  -16.5459  -5.6470  -3.2991
O  -15.9561  -6.1195  -2.4064
N  -17.6384  -6.1707  -3.7148
N  -16.1935  -4.6519  -4.0181
H  -17.8520  -7.0730  -3.3143
H  -18.2311  -5.6162  -4.3159
H  -16.7225  -4.3496  -4.8236
H  -15.2912  -4.2302  -3.8503
C  -24.3522  -8.0987  -5.3864
C  -25.5372  -8.9895  -5.6362
C  -26.9214  -8.4914  -4.9899
O  -26.8889  -8.6248  -3.5614
C  -28.1232  -8.3376  -2.7950
N  -25.6634  -9.0748  -7.1227
H  -23.3826  -8.5652  -5.5605
H  -24.2790  -7.9113  -4.3151
H  -24.3451  -7.1253  -5.8768
H  -25.3028  -9.9800  -5.2464
H  -27.7826  -9.0886  -5.2895
H  -27.1039  -7.4648  -5.3076
H  -27.7848  -8.0370  -1.8034
H  -28.8506  -9.1477  -2.7431
H  -28.6272  -7.5159  -3.3038
H  -26.5684  -8.9029  -7.5369
H  -25.0664  -8.3217  -7.4336
C  -20.2196  -9.5693  -6.6310
C  -20.7137  -8.1794  -6.9561
C  -19.5298  -7.1490  -7.0031
O  -20.0415  -5.7982  -7.2028
C  -20.4782  -5.1795  -5.9732
N  -21.3870  -8.2082  -8.2398
H  -19.5100  -9.5736  -5.8037
H  -19.8402  -10.1985  -7.4362
H  -21.0437  -10.2189  -6.3361
H  -21.4612  -7.8412  -6.2384
H  -18.8619  -7.3753  -7.8343
H  -18.9406  -7.2557  -6.0923
H  -21.5214  -5.4203  -5.7691
H  -20.4538  -4.0899  -5.9555
H  -19.9122  -5.4612  -5.0852
H  -20.8151  -8.6562  -8.9415
H  -21.5356  -7.3006  -8.6571
C  -17.5271  -13.6422  -5.5515
C  -18.7273  -12.7418  -5.3737
C  -20.1889  -13.3378  -5.4197
O  -21.2226  -12.5279  -4.8531
C  -22.5539  -12.8560  -5.2264
N  -18.5667  -12.0565  -4.1590
H  -17.4774  -14.4132  -4.7826
H  -16.5535  -13.1548  -5.4994
H  -17.6426  -14.3204  -6.3969
H  -18.4747  -12.0342  -6.1634
H  -20.1469  -14.3352  -4.9819
H  -20.4507  -13.6218  -6.4390
H  -22.7541  -12.7110  -6.2880
H  -23.1416  -12.0489  -4.7891
H  -22.9198  -13.8308  -4.9039
H  -18.5411  -12.6967  -3.3783
H  -19.4613  -11.6282  -3.9683

[4]
Molecular formula: C19H61N17O10
Method: DFT, the ωB97M-V functional and the def2-TZVPD basis

Results
Net charge: 0
SMILES string: COC[C@H](C)N.COC[C@H](C)N.COC[C@H](C)N.NC(N)=O.NC(N)=O.NC(N)=O.NC(N)=O.NC(N)=O.NC(N)=O.NC(N)=O
HOMO-LUMO gap, hartree: 0.2902

Geometry (Å):
C  0.6232  -8.4065  2.6384
O  1.2237  -7.4443  3.4790
C  2.2333  -6.6482  2.8236
C  2.1462  -5.2617  3.4391
C  0.7346  -4.6893  3.4443
N  3.0474  -4.3186  2.8080
H  0.0954  -9.1169  3.2757
H  1.3577  -9.0601  2.1542
H  -0.0513  -7.9394  1.9200
H  3.2073  -7.1200  2.9485
H  1.8778  -6.6343  1.7868
H  2.5240  -5.2815  4.4666
H  0.7906  -3.7287  3.9552
H  -0.0275  -5.3149  3.9086
H  0.4418  -4.5824  2.3951
H  2.8834  -4.1560  1.8266
H  3.3234  -3.4897  3.3123
C  -5.0461  -4.0482  -1.6240
O  -5.0138  -2.8455  -0.8835
C  -5.2547  -1.6398  -1.5764
C  -4.5174  -1.5160  -2.9279
C  -3.0137  -1.5048  -2.7942
N  -4.8112  -0.1664  -3.4763
H  -5.1934  -4.8446  -0.8973
H  -4.1415  -4.2534  -2.1995
H  -5.9319  -4.0358  -2.2704
H  -6.3389  -1.5548  -1.7157
H  -4.8555  -0.8597  -0.9282
H  -4.8611  -2.2844  -3.6270
H  -2.6135  -0.6594  -2.2388
H  -2.5507  -1.4728  -3.7893
H  -2.6009  -2.4672  -2.4686
H  -5.8180  -0.1256  -3.6576
H  -4.4806  -0.1628  -4.4406
C  0.4244  2.6379  -1.7476
O  0.3107  1.9094  -0.5758
C  0.8131  0.5841  -0.5570
C  0.3594  -0.0870  0.7493
C  0.9622  -1.4750  1.0245
N  -1.1214  -0.2264  0.8164
H  -0.2109  2.3268  -2.5865
H  1.4687  2.7041  -2.0790
H  0.1377  3.6536  -1.4582
H  0.3800  0.0299  -1.4004
H  1.9064  0.6302  -0.6475
H  0.7032  0.4990  1.6045
H  0.4224  -1.8241  1.9018
H  2.0306  -1.3248  1.1939
H  0.8257  -2.2115  0.2329
H  -1.4281  0.6466  1.2402
H  -1.5326  -0.1700  -0.1132
N  -2.2096  4.0240  2.9330
C  -1.9384  2.9858  2.1096
N  -0.6156  2.6748  2.0285
O  -2.8062  2.4805  1.3840
H  -1.4127  4.6398  3.0136
H  -3.1796  4.2671  3.0032
H  -0.2597  2.0402  1.3274
H  0.0006  2.8214  2.8073
N  -1.5308  -3.4622  0.4829
C  -2.6597  -3.5447  1.2506
N  -2.8494  -2.4674  2.0433
O  -3.3108  -4.5876  1.3297
H  -1.2442  -4.3781  0.1869
H  -1.0681  -2.5932  0.3313
H  -3.3975  -2.5631  2.8752
H  -2.2610  -1.6614  1.8562
N  4.8927  1.7581  -0.3535
C  4.7801  1.0181  -1.4668
N  4.9826  -0.3271  -1.2320
O  4.4596  1.4672  -2.5672
H  4.7600  2.7521  -0.4394
H  5.1895  1.3295  0.5007
H  5.5241  -0.7149  -0.4841
H  4.6937  -0.9649  -1.9537
N  -0.9319  7.0575  -0.0761
C  -1.0257  7.1699  1.2937
N  -1.8347  8.1890  1.6984
O  -0.4824  6.3441  2.0231
H  -1.3673  7.7178  -0.6901
H  -0.6297  6.1680  -0.4228
H  -2.1910  8.7626  0.9621
H  -1.9351  8.3092  2.6882
N  3.9032  0.2869  2.9508
C  3.9810  -0.6035  3.9862
N  3.7851  -0.0534  5.2069
O  4.0778  -1.8184  3.8375
H  3.7938  -0.1012  2.0316
H  3.8424  1.2705  3.1260
H  3.7515  -0.6561  6.0073
H  3.5113  0.9089  5.2444
N  2.8463  3.3353  -3.9972
C  1.9471  2.6815  -4.7701
N  2.0622  1.3427  -4.7341
O  1.0551  3.2306  -5.4471
H  2.9635  4.3296  -4.0582
H  3.6425  2.8283  -3.6362
H  2.7513  0.9250  -4.1285
H  1.2612  0.8474  -5.0840
N  0.4841  6.1575  -4.0420
C  -0.7662  5.7785  -3.6652
N  -1.1340  4.5868  -4.2266
O  -1.4539  6.3939  -2.8457
H  1.0056  5.7537  -4.8027
H  0.9719  6.9382  -3.6387
H  -0.3509  4.0996  -4.6643
H  -1.9130  4.1565  -3.7586

no.,calculated total energy (Eh)
1,-2375.26685
2,-4688.42210
3,-2443.86312
4,-2443.98661